The following is a DFT calculation (ωB97M-V with the def2-TZVPD basis set) of a 10-piece molecular cluster, C34H85FN2O9PS overall in a non-equilibrium geometry.

Each atom is followed by the atoms it is bonded to, with distances in Å.
Cartesian coordinates (Å):
1 C -2.3055 -7.1262 3.4774  C2 1.549, H13 1.093, H14 1.091, H15 1.092
2 C -1.8196 -5.8909 2.6800  C1 1.549, C3 1.562, C4 1.558, H16 1.091
3 C -1.6148 -6.3780 1.2105  C2 1.562, H17 1.095, H18 1.087, H19 1.093
4 C -0.4338 -5.4613 3.2463  C2 1.558, C5 1.521, H20 1.095, H21 1.094
5 C -0.1773 -3.9625 3.2933  C4 1.521, C6 1.340, N12 1.399
6 C -0.9724 -2.8958 3.1330  C5 1.340, N7 1.374, H22 1.077
7 N -0.2044 -1.7711 3.3171  C6 1.374, F8 1.328, C9 1.313
8 F -0.5964 -0.5020 3.2989  N7 1.328
9 C 1.0441 -2.1327 3.5053  N7 1.313, P10 1.855, N12 1.313
10 P 2.6266 -1.2029 3.7713  C9 1.855, S11 1.950, H23 1.410, H24 1.409
11 S 4.0445 -2.2840 2.9812  P10 1.950
12 N 1.0979 -3.4440 3.5454  C5 1.399, C9 1.313, H25 1.015
13 H -1.4604 -7.6338 3.9483  C1 1.093
14 H -2.7768 -7.8574 2.8193  C1 1.091
15 H -3.0448 -6.8759 4.2416  C1 1.092
16 H -2.5298 -5.0653 2.7447  C2 1.091
17 H -1.3100 -5.5355 0.5811  C3 1.095
18 H -2.5084 -6.8655 0.8291  C3 1.087
19 H -0.7684 -7.0690 1.2161  C3 1.093
20 H 0.3619 -5.8991 2.6349  C4 1.095
21 H -0.2914 -5.8368 4.2641  C4 1.094
22 H -2.0311 -2.9353 2.9376  C6 1.077
23 H 2.6032 0.0825 3.1922  P10 1.410
24 H 2.8208 -1.1741 5.1665  P10 1.409
25 H 1.8999 -4.0430 3.7123  N12 1.015
26 C -0.5857 3.2884 0.3832  C27 1.519, H30 1.096, H31 1.091, H32 1.091
27 C -1.7706 2.4782 -0.1143  C26 1.519, C28 1.521, O29 1.431, H33 1.090
28 C -2.9015 2.4732 0.9032  C27 1.521, H34 1.096, H35 1.091, H36 1.091
29 O -1.3623 1.1338 -0.3848  C27 1.431, H37 0.962
30 H -0.1827 2.8587 1.3074  C26 1.096
31 H 0.2208 3.2776 -0.3512  C26 1.091
32 H -0.8683 4.3247 0.5752  C26 1.091
33 H -2.1280 2.8928 -1.0572  C27 1.090
34 H -2.5710 2.0170 1.8433  C28 1.096
35 H -3.7434 1.8832 0.5381  C28 1.091
36 H -3.2498 3.4853 1.1129  C28 1.091
37 H -1.0452 0.7582 0.4423  O29 0.962
38 C -3.0873 -0.1600 5.3522  C39 1.523, H42 1.095, H43 1.091, H44 1.089
39 C -3.6003 1.2737 5.3616  C38 1.523, C40 1.522, O41 1.422, H45 1.091
40 C -2.4806 2.2570 5.6734  C39 1.522, H46 1.095, H47 1.090, H48 1.093
41 O -4.6398 1.4065 6.3226  C39 1.422, H49 0.963
42 H -2.6847 -0.4345 6.3328  C38 1.095
43 H -3.8986 -0.8564 5.1352  C38 1.091
44 H -2.3052 -0.2914 4.6055  C38 1.089
45 H -4.0378 1.5125 4.3913  C39 1.091
46 H -2.0607 2.0599 6.6656  C40 1.095
47 H -2.8607 3.2782 5.6842  C40 1.090
48 H -1.6763 2.1929 4.9359  C40 1.093
49 H -4.2754 1.2005 7.1902  O41 0.963
50 C 6.4652 2.5074 1.5603  C51 1.519, H54 1.094, H55 1.090, H56 1.090
51 C 5.3419 2.7714 2.5488  C50 1.519, C52 1.520, O53 1.434, H57 1.090
52 C 5.8643 2.8480 3.9746  C51 1.520, H58 1.094, H59 1.092, H60 1.090
53 O 4.3586 1.7329 2.4494  C51 1.434, H61 0.965
54 H 6.9512 1.5516 1.7752  C50 1.094
55 H 6.0746 2.4476 0.5440  C50 1.090
56 H 7.2177 3.2955 1.5986  C50 1.090
57 H 4.8391 3.7042 2.2923  C51 1.090
58 H 6.3320 1.9025 4.2646  C52 1.094
59 H 5.0460 3.0303 4.6736  C52 1.092
60 H 6.5992 3.6457 4.0841  C52 1.090
61 H 4.7951 0.9009 2.6711  O53 0.965
62 C -0.7591 -2.7683 -1.0029  C63 1.514, H66 1.092, H67 1.093, H68 1.094
63 C 0.5433 -3.5249 -1.1568  C62 1.514, C64 1.517, O65 1.421, H69 1.096
64 C 1.5827 -2.7085 -1.9015  C63 1.517, H70 1.091, H71 1.090, H72 1.093
65 O 0.2993 -4.7426 -1.8469  C63 1.421, H73 0.964
66 H -1.1904 -2.5107 -1.9726  C62 1.092
67 H -1.4929 -3.3781 -0.4697  C62 1.093
68 H -0.6005 -1.8384 -0.4487  C62 1.094
69 H 0.9196 -3.7895 -0.1623  C63 1.096
70 H 1.2310 -2.4754 -2.9071  C64 1.091
71 H 2.5084 -3.2742 -2.0098  C64 1.090
72 H 1.8056 -1.7726 -1.3831  C64 1.093
73 H -0.0333 -4.5416 -2.7292  O65 0.964
74 C 0.5626 -1.6071 -5.7435  C75 1.521, H78 1.094, H79 1.091, H80 1.090
75 C 1.2619 -2.9104 -6.1001  C74 1.521, C76 1.519, O77 1.434, H81 1.091
76 C 0.9973 -3.2981 -7.5451  C75 1.519, H82 1.092, H83 1.092, H84 1.091
77 O 0.8102 -3.9560 -5.2296  C75 1.434, H85 0.964
78 H -0.5207 -1.7057 -5.8570  C74 1.094
79 H 0.7521 -1.3435 -4.7014  C74 1.091
80 H 0.9013 -0.7856 -6.3750  C74 1.090
81 H 2.3358 -2.8081 -5.9372  C75 1.091
82 H -0.0707 -3.4500 -7.7165  C76 1.092
83 H 1.4981 -4.2384 -7.7852  C76 1.092
84 H 1.3508 -2.5277 -8.2314  C76 1.091
85 H -0.1383 -4.0585 -5.3656  O77 0.964
86 C -1.2717 7.6337 2.9355  C87 1.521, H90 1.093, H91 1.091, H92 1.091
87 C -0.5804 7.6717 1.5809  C86 1.521, C88 1.520, O89 1.429, H93 1.091
88 C -0.5579 9.0818 1.0127  C87 1.520, H94 1.093, H95 1.090, H96 1.091
89 O -1.2502 6.7951 0.6722  C87 1.429, H97 0.963
90 H -2.3113 7.9605 2.8467  C86 1.093
91 H -1.2874 6.6156 3.3287  C86 1.091
92 H -0.7663 8.2779 3.6564  C86 1.091
93 H 0.4405 7.2997 1.6794  C87 1.091
94 H -1.5755 9.4534 0.8644  C88 1.093
95 H -0.0666 9.0939 0.0393  C88 1.090
96 H -0.0317 9.7683 1.6773  C88 1.091
97 H -2.1554 7.1092 0.5718  O89 0.963
98 C -2.5742 -4.5824 -10.8968  C99 1.521, H102 1.094, H103 1.091, H104 1.091
99 C -1.9730 -3.1953 -11.0658  C98 1.521, C100 1.521, O101 1.428, H105 1.091
100 C -1.3670 -3.0212 -12.4499  C99 1.521, H106 1.094, H107 1.091, H108 1.091
101 O -0.9727 -2.9778 -10.0697  C99 1.428, H109 0.963
102 H -1.8049 -5.3516 -11.0091  C98 1.094
103 H -2.9988 -4.6961 -9.8984  C98 1.091
104 H -3.3587 -4.7668 -11.6321  C98 1.091
105 H -2.7434 -2.4399 -10.9056  C99 1.091
106 H -0.5604 -3.7420 -12.6103  C100 1.094
107 H -0.9339 -2.0259 -12.5549  C100 1.091
108 H -2.1161 -3.1596 -13.2309  C100 1.091
109 H -0.2817 -3.6372 -10.1961  O101 0.963
110 C -0.1329 2.5957 -4.4956  C111 1.522, H114 1.094, H115 1.091, H116 1.092
111 C 0.5698 2.6317 -5.8456  C110 1.522, C112 1.521, O113 1.427, H117 1.091
112 C 0.5972 4.0411 -6.4168  C111 1.521, H118 1.094, H119 1.090, H120 1.091
113 O -0.0907 1.7540 -6.7567  C111 1.427, H121 0.963
114 H -1.1722 2.9219 -4.5944  C110 1.094
115 H -0.1517 1.5788 -4.1002  C110 1.091
116 H 0.3664 3.2421 -3.7714  C110 1.092
117 H 1.5901 2.2604 -5.7373  C111 1.091
118 H -0.4192 4.4121 -6.5749  C112 1.094
119 H 1.0969 4.0509 -7.3859  C112 1.090
120 H 1.1178 4.7296 -5.7491  C112 1.091
121 H -0.9952 2.0658 -6.8659  O113 0.963
122 C 0.7185 0.8843 9.3247  C123 1.519, H126 1.094, H127 1.090, H128 1.090
123 C 1.4383 0.9407 7.9880  C122 1.519, C124 1.521, O125 1.435, H129 1.091
124 C 1.3711 2.3328 7.3798  C123 1.521, H130 1.094, H131 1.092, H132 1.090
125 O 0.8550 -0.0100 7.0851  C123 1.435, H133 0.964
126 H -0.3405 1.1302 9.2027  C122 1.094
127 H 0.7684 -0.1208 9.7448  C122 1.090
128 H 1.1561 1.5821 10.0386  C122 1.090
129 H 2.4809 0.6487 8.1204  C123 1.091
130 H 0.3328 2.6240 7.1971  C124 1.094
131 H 1.8854 2.3572 6.4170  C124 1.092
132 H 1.8282 3.0733 8.0364  C124 1.090
133 H -0.0690 0.2340 6.9588  O125 0.964

Summary:
**Multiplicity**: 1
**Highest occupied orbital energy**: -0.4151 Ha
**F_max**: 2.84 eV/Å
**Net charge**: +1
**Electronic energy**: -80876.66163 eV
**Energy above the lowest of the compared OMol25 structures with the same formula, charge and spin**: 0.0 kcal per mole
**LUMO energy**: -0.12785 Ha
**Kohn-Sham gap**: 7.82 eV